DFT (the ωB97M-V functional and the def2-TZVPD basis) results for a gas-phase ion, C7H14ClN2 (charge +1) at a distorted geometry.

Structure (ORCA input):
```
! wB97M-V def2-TZVPD RIJCOSX def2/J DEFGRID3
* xyz 1 1
C 1.085 -0.616 -0.175
C -2.620 -1.263 -0.327
C -2.447 -0.204 0.695
C -1.185 -1.781 -0.383
C -1.244 0.583 0.115
C 3.199 0.535 0.407
C 1.448 1.905 -0.404
N -0.392 -0.466 -0.384
N 1.853 0.497 -0.034
Cl 1.765 -2.198 -0.085
H -3.304 -2.002 0.149
H -2.917 -1.029 -1.349
H -3.364 0.418 0.821
H -2.258 -0.616 1.661
H -0.751 -2.462 0.329
H -1.020 -2.227 -1.345
H -1.818 1.212 -0.639
H -0.712 1.335 0.728
H 3.326 1.190 1.366
H 3.857 0.895 -0.441
H 3.553 -0.478 0.887
H 0.652 1.741 -1.096
H 2.220 2.595 -0.944
H 1.076 2.436 0.447
*
```

Properties
LUMO level in eV: -3.9
Molar mass in g/mol: 161.7
SMILES: C[N+](C)=C(Cl)N1CCCC1
Highest occupied orbital energy in eV: -13.43